# C9H11N3

C9H11N3 in the gas phase at a distorted geometry (the ωB97M-V functional and the def2-TZVPD basis, the Open Molecules 2025 dataset).

As for the energy above the lowest of the compared OMol25 structures with the same formula, charge and spin: 0.0 kcal per mole. The HOMO-LUMO gap comes out at 0.309 Ha. The calculation puts the calculated total energy at -13982.299 eV. The SMILES is C[C@H]1NC(N)=Nc2ccccc21.

Bonds (Å) are listed after each position.
Atoms and positions in Å:
1 C -0.68 2.73 -0.34  C2 1.553, H13 1.114, H14 1.101, H15 1.123
2 C -0.70 1.37 0.42  C1 1.553, N3 1.471, C12 1.533, H16 1.125
3 N -1.86 0.59 -0.01  C2 1.471, C4 1.374, H17 1.002
4 C -1.85 -0.79 -0.01  N3 1.374, N5 1.391, N6 1.295
5 N -3.12 -1.34 -0.06  C4 1.391, H18 0.984, H19 1.032
6 N -0.81 -1.56 0.01  C4 1.295, C7 1.417
7 C 0.45 -0.91 0.12  N6 1.417, C8 1.418, C12 1.427
8 C 1.62 -1.70 0.00  C7 1.418, C9 1.375, H20 1.078
9 C 2.85 -1.08 -0.08  C8 1.375, C10 1.390, H21 1.092
10 C 2.95 0.30 -0.12  C9 1.390, C11 1.396, H22 1.072
11 C 1.80 1.07 0.08  C10 1.396, C12 1.372, H23 1.075
12 C 0.55 0.51 0.19  C2 1.533, C7 1.427, C11 1.372
13 H -0.41 2.64 -1.41  C1 1.114
14 H 0.04 3.38 0.18  C1 1.101
15 H -1.71 3.17 -0.29  C1 1.123
16 H -0.81 1.58 1.52  C2 1.125
17 H -2.73 1.06 0.20  N3 1.002
18 H -3.76 -0.83 -0.60  N5 0.984
19 H -3.10 -2.35 -0.30  N5 1.032
20 H 1.52 -2.76 -0.15  C8 1.078
21 H 3.75 -1.65 -0.29  C9 1.092
22 H 3.91 0.75 -0.26  C10 1.072
23 H 1.93 2.13 0.19  C11 1.075

---

# C9H11NO2S

C9H11NO2S in the gas phase (the ωB97M-V functional and the def2-TZVPD basis, the Open Molecules 2025 dataset).

As for the energy above the lowest of the compared OMol25 structures with the same formula, charge and spin: 0.4 kcal per mole. The HOMO-LUMO gap comes out at 0.364 Ha. The calculation puts the calculated total energy at -25932.260 eV. The SMILES is O=C(O)CSCCc1ccccn1.

Bonds (Å) are listed after each position.
Atoms and positions in Å:
1 O 3.59 -2.22 2.09  C2 1.196
2 C 2.43 -2.13 2.36  O1 1.196, O3 1.330, C4 1.529
3 O 1.55 -3.09 2.09  C2 1.330, H14 0.980
4 C 1.86 -0.91 3.07  C2 1.529, S5 1.818, H15 1.090, H16 1.092
5 S 0.09 -0.65 2.73  C4 1.818, C6 1.830
6 C 0.23 -0.04 1.01  S5 1.830, C7 1.518, H17 1.090, H18 1.089
7 C -1.15 0.11 0.40  C6 1.518, C8 1.505, H19 1.093, H20 1.094
8 C -1.08 0.66 -0.99  C7 1.505, C9 1.393, N13 1.325
9 C -2.23 0.75 -1.78  C8 1.393, C10 1.383, H21 1.080
10 C -2.12 1.27 -3.06  C9 1.383, C11 1.387, H22 1.080
11 C -0.88 1.69 -3.51  C10 1.387, C12 1.385, H23 1.079
12 C 0.20 1.56 -2.65  C11 1.385, N13 1.322, H24 1.082
13 N 0.10 1.06 -1.43  C8 1.325, C12 1.322
14 H 0.65 -2.80 2.34  O3 0.980
15 H 2.42 -0.02 2.81  C4 1.090
16 H 1.94 -1.07 4.15  C4 1.092
17 H 0.83 -0.74 0.44  C6 1.090
18 H 0.74 0.93 1.04  C6 1.089
19 H -1.66 -0.86 0.38  C7 1.093
20 H -1.76 0.78 1.02  C7 1.094
21 H -3.18 0.41 -1.39  C9 1.080
22 H -2.99 1.35 -3.69  C10 1.080
23 H -0.75 2.10 -4.50  C11 1.079
24 H 1.19 1.87 -2.95  C12 1.082

---

# C9H11NO3

C9H11NO3 in the gas phase at a distorted geometry (the ωB97M-V functional and the def2-TZVPD basis, the Open Molecules 2025 dataset).

As for the energy above the lowest of the compared OMol25 structures with the same formula, charge and spin: 70.7 kcal per mole. The HOMO-LUMO gap comes out at 0.314 Ha. The calculation puts the calculated total energy at -17141.696 eV. The SMILES is COc1cc(NC(C)=O)ccc1O.

Bonds (Å) are listed after each position.
Atoms and positions in Å:
1 C -2.99 2.79 0.27  O2 1.444, H14 1.318, H15 1.241, H16 1.134
2 O -1.81 2.11 0.76  C1 1.444, C3 1.327
3 C -1.17 1.17 0.07  O2 1.327, C4 1.406, C12 1.407
4 C -0.43 0.34 0.92  C3 1.406, C5 1.365, H17 1.155
5 C 0.52 -0.53 0.46  C4 1.365, N6 1.412, C10 1.405
6 N 1.18 -1.22 1.50  C5 1.412, C7 1.388, H18 1.004
7 C 2.12 -2.23 1.50  N6 1.388, C8 1.482, O9 1.248
8 C 2.88 -2.51 0.26  C7 1.482, H19 1.089, H20 1.139, H21 1.194
9 O 2.40 -2.77 2.60  C7 1.248
10 C 0.77 -0.65 -0.92  C5 1.405, C11 1.403, H22 1.059
11 C -0.11 0.07 -1.75  C10 1.403, C12 1.375, H23 1.087
12 C -1.00 1.02 -1.32  C3 1.407, C11 1.375, O13 1.372
13 O -1.79 1.81 -2.11  C12 1.372, H24 1.009
14 H -4.05 2.04 0.04  C1 1.318
15 H -2.79 3.46 -0.76  C1 1.241
16 H -3.18 3.37 1.23  C1 1.134
17 H -0.41 0.63 2.04  C4 1.155
18 H 0.83 -1.09 2.44  N6 1.004
19 H 3.28 -1.58 -0.14  C8 1.089
20 H 2.39 -3.20 -0.50  C8 1.139
21 H 3.95 -2.92 0.61  C8 1.194
22 H 1.40 -1.41 -1.30  C10 1.059
23 H -0.07 -0.25 -2.79  C11 1.087
24 H -1.91 1.55 -3.08  O13 1.009

---

# C9H11NO4

A 2-piece molecular cluster, C9H11NO4 overall at a distorted geometry (the ωB97M-V functional and the def2-TZVPD basis, the Open Molecules 2025 dataset).

As for the energy above the lowest of the compared OMol25 structures with the same formula, charge and spin: 96.9 kcal per mole. The HOMO-LUMO gap comes out at 0.357 Ha. The calculation puts the calculated total energy at -19188.131 eV. The SMILES is CCOC(=O)c1ccccc1.O=NO.

Bonds (Å) are listed after each position.
Atoms and positions in Å:
1 C 2.84 -2.33 0.00  C2 1.585, H12 1.196, H13 1.071, H14 1.112
2 C 2.48 -0.79 -0.11  C1 1.585, O3 1.477, H15 1.154, H16 1.048
3 O 1.03 -0.63 0.09  C2 1.477, C4 1.301
4 C 0.34 0.16 -0.67  O3 1.301, O5 1.212, C6 1.480
5 O 0.70 0.75 -1.67  C4 1.212
6 C -1.07 0.25 -0.23  C4 1.480, C7 1.424, C11 1.369
7 C -1.87 1.08 -1.06  C6 1.424, C8 1.393, H17 1.078
8 C -3.23 1.23 -0.78  C7 1.393, C9 1.394, H18 1.070
9 C -3.77 0.60 0.34  C8 1.394, C10 1.352, H19 1.035
10 C -3.04 -0.19 1.16  C9 1.352, C11 1.484, H20 1.068
11 C -1.60 -0.39 0.86  C6 1.369, C10 1.484, H21 0.995
12 H 2.68 -2.65 1.14  C1 1.196
13 H 2.23 -2.93 -0.63  C1 1.071
14 H 3.91 -2.42 -0.31  C1 1.112
15 H 2.83 -0.38 -1.13  C2 1.154
16 H 2.88 -0.21 0.67  C2 1.048
17 H -1.44 1.75 -1.79  C7 1.078
18 H -3.94 1.64 -1.47  C8 1.070
19 H -4.75 0.76 0.62  C9 1.035
20 H -3.42 -0.63 2.06  C10 1.068
21 H -1.11 -1.17 1.25  C11 0.995
22 O 0.89 3.48 1.32  N23 1.213
23 N 0.95 2.66 0.43  O22 1.213, O24 1.381
24 O 0.60 3.21 -0.79  N23 1.381, H25 1.001
25 H 0.71 2.44 -1.43  O24 1.001

---

# C9H11NO4S

C9H11NO4S in the gas phase at a distorted geometry (the ωB97M-V functional and the def2-TZVPD basis, the Open Molecules 2025 dataset).

As for the energy above the lowest of the compared OMol25 structures with the same formula, charge and spin: 70.1 kcal per mole. The HOMO-LUMO gap comes out at 0.322 Ha. The calculation puts the calculated total energy at -30023.851 eV. The SMILES is C=C1SC[C@H](C(=O)O)N1[C@H](C)[C@H]1OC1=O.

Bonds (Å) are listed after each position.
Atoms and positions in Å:
1 C 0.58 -1.71 -1.47  C2 1.320, H16 1.017, H17 1.034
2 C -0.30 -1.42 -0.53  C1 1.320, S3 1.747, N9 1.399
3 S -1.96 -1.93 -0.70  C2 1.747, C4 1.888
4 C -2.34 -1.21 1.00  S3 1.888, C5 1.505, H18 1.045, H19 1.050
5 C -1.44 -0.01 1.07  C4 1.505, C6 1.562, N9 1.445, H20 1.122
6 C -1.98 1.21 0.25  C5 1.562, O7 1.224, O8 1.312
7 O -1.59 2.32 0.58  C6 1.224
8 O -2.73 0.96 -0.79  C6 1.312, H21 1.009
9 N -0.20 -0.44 0.46  C2 1.399, C5 1.445, C10 1.505
10 C 0.91 0.57 0.35  N9 1.505, C11 1.501, C12 1.500, H22 1.075
11 C 0.87 1.46 -0.85  C10 1.501, H23 1.143, H24 1.031, H25 1.077
12 C 2.16 -0.20 0.67  C10 1.500, O13 1.569, C14 1.433, H26 1.111
13 O 3.05 -0.38 -0.61  C12 1.569, C14 1.338
14 C 3.39 0.46 0.37  C12 1.433, O13 1.338, O15 1.146
15 O 4.13 1.31 0.62  C14 1.146
16 H 1.55 -1.40 -1.49  C1 1.017
17 H 0.29 -2.27 -2.29  C1 1.034
18 H -2.01 -1.87 1.74  C4 1.045
19 H -3.38 -1.06 1.12  C4 1.050
20 H -1.18 0.32 2.11  C5 1.122
21 H -3.18 0.07 -0.95  O8 1.009
22 H 0.73 1.22 1.19  C10 1.075
23 H -0.03 2.14 -0.64  C11 1.143
24 H 0.80 0.99 -1.76  C11 1.031
25 H 1.82 1.97 -0.80  C11 1.077
26 H 2.03 -1.09 1.33  C12 1.111

---

Which value of energy above the lowest of the compared OMol25 structures with the same formula, charge and spin does entry 5 give?
70.1 kcal per mole